ORCA calculation (wB97M-V/def2-TZVPD) on an isolated molecule of CH2Cl4Si.

The geometry in XYZ format:
```
8
Properties=species:S:1:pos:R:3:lowdin_charge:R:1
Cl 2.935 -1.034 0.576 0.050
Cl -1.757 -0.638 1.609 0.515
Cl -1.948 -0.386 -1.164 0.378
Cl -1.397 2.042 0.347 0.474
Si 1.025 -0.217 -0.238 0.403
C -1.048 0.286 0.333 -1.722
H 0.764 -1.389 -1.049 -0.081
H 1.425 1.335 -0.414 -0.017
```

Summary:
* calculated total energy: -2169.5313 Ha
* strongest force on any atom: 2.416 eV/A
* structure (SMILES): Cl[SiH2]C(Cl)(Cl)Cl
* HOMO energy: -10.440 eV
* multiplicity: 1
* orbital gap: 9.493 eV
* energy relative to the best compared isomer or geometry (same formula, charge and spin): 540.8 kJ/mol